This record from OMol25 describes a cluster of 13 separate species, C25H74NO16 in total. The level of theory is wB97M-V/def2-TZVPD.

Output
**Gap between HOMO and LUMO**: 8.9 eV
**Net charge**: +1
**Spin multiplicity**: 1
**HOMO energy**: -0.4088 Ha
**DFT total energy**: -2255.09817 Eh
**Lowest unoccupied orbital energy**: -2.185 eV

Cartesian coordinates (Å):
C 7.94424 1.43058 1.50073
C 6.43132 1.22471 1.38969
O 6.07478 -0.14744 1.51112
C 5.65985 -0.80431 0.33475
C 4.17094 -1.13156 0.34272
C 3.28043 0.12360 0.44370
C 3.09124 0.52568 1.92581
O 1.79203 0.96654 2.25451
C 0.74882 0.06124 1.95688
C 1.12109 -0.92216 0.86704
C -0.07464 -1.62078 0.24674
N 1.93884 -0.18717 -0.16601
C 1.19414 0.94338 -0.83740
C 1.69349 2.37973 -0.64507
C 0.56526 3.35911 -1.03534
C -0.45758 3.70321 0.03655
O -1.35620 4.51660 -0.12210
O -0.28821 3.01486 1.18248
H 8.28172 2.25807 0.87792
H 8.45638 0.50911 1.22491
H 8.21433 1.63334 2.53859
H 6.03993 1.65284 0.45730
H 5.93350 1.76403 2.20330
H 6.20057 -1.75583 0.27469
H 5.93492 -0.23484 -0.56152
H 3.96436 -1.67489 -0.58318
H 3.96874 -1.80020 1.18325
H 3.78691 0.89270 -0.14237
H 3.75576 1.36322 2.14922
H 3.39386 -0.30084 2.57993
H -0.15464 0.60733 1.69962
H 0.52725 -0.52879 2.85737
H 1.73629 -1.69849 1.31326
H 0.22712 -2.14986 -0.66380
H -0.87644 -0.92843 -0.01975
H -0.49785 -2.34002 0.94927
H 2.10638 -0.86753 -0.91321
H 1.23396 0.72155 -1.90894
H 0.13893 0.88797 -0.56304
H 2.52700 2.57031 -1.32966
H 2.05797 2.58404 0.35837
H 0.04284 2.99445 -1.92253
H 1.01218 4.31799 -1.31828
H -0.72097 3.49280 1.91530
C -3.06291 2.89428 4.10714
O -1.71858 3.34680 3.91851
H -3.43480 2.59848 3.13035
H -3.09678 2.03784 4.78468
H -3.69418 3.69120 4.50463
H -1.37453 3.62048 4.76944
C -2.89311 -0.82283 2.99425
O -3.36122 -1.55468 1.86659
H -2.38777 -1.51777 3.66223
H -2.19031 -0.04966 2.66959
H -3.71787 -0.34897 3.52885
H -3.82008 -0.94480 1.27761
C -4.90127 2.77402 0.73332
O -3.50637 2.49439 0.85137
H -5.43378 2.02860 1.31868
H -5.14730 3.76417 1.11987
H -5.22907 2.69991 -0.30649
H -3.01733 3.14662 0.34002
C 11.71494 -0.16086 2.12263
O 10.98983 1.02495 2.43570
H 11.48839 -0.40893 1.08862
H 12.79286 -0.01085 2.21668
H 11.41375 -0.99752 2.75852
H 11.18539 1.25649 3.34465
C -8.47985 2.21368 0.47562
O -8.27358 3.48844 1.09441
H -8.20274 1.45740 1.20512
H -9.52107 2.06238 0.19040
H -7.84848 2.10433 -0.40843
H -8.50048 4.15593 0.44326
C -8.77320 -0.54256 -2.59409
O -9.33679 -0.32560 -1.30539
H -9.07581 0.29360 -3.21923
H -7.68032 -0.57541 -2.55483
H -9.14252 -1.46692 -3.04503
H -9.07925 -1.05867 -0.74462
C 2.00356 -3.12165 -2.94862
O 2.64947 -1.92834 -2.45315
H 2.02536 -3.85263 -2.14508
H 0.96548 -2.91623 -3.21854
H 2.53787 -3.52576 -3.80452
H 2.65483 -1.28776 -3.16831
C 3.80428 -6.01482 -5.93141
O 3.39831 -5.51535 -4.65081
H 3.79801 -5.18124 -6.62720
H 4.81334 -6.42903 -5.88576
H 3.11243 -6.78089 -6.28812
H 3.40424 -6.25088 -4.03689
C -11.57960 4.73115 2.46554
O -10.44128 5.57140 2.33321
H -12.32834 5.29206 3.01920
H -11.99955 4.45875 1.49275
H -11.34340 3.81937 3.02109
H -9.77505 5.08181 1.84754
C 3.66533 -3.11500 3.76786
O 2.31057 -3.11099 3.30814
H 4.30517 -3.17985 2.89138
H 3.90749 -2.20048 4.31501
H 3.86399 -3.97634 4.40736
H 1.74429 -3.06482 4.08050
C 2.72701 -2.99008 -8.68430
O 3.96915 -3.67730 -8.57741
H 2.02167 -3.50213 -8.03372
H 2.81345 -1.94887 -8.36104
H 2.34029 -3.01322 -9.70561
H 4.60045 -3.23849 -9.14910
C -4.99436 -2.12325 -1.33811
O -5.43630 -1.68484 -0.05797
H -5.03352 -1.26326 -2.00250
H -3.96615 -2.49541 -1.30010
H -5.64122 -2.90591 -1.74092
H -5.40182 -2.43351 0.54217

Forces on atoms 1 to 3 (eV/Å):
C -0.3406 -0.1738 0.2695
C 0.1794 0.3843 0.1040
O -0.3197 0.0902 0.0321